No. 1
{"formula": "C20H37F5NO8S3", "method": "ωB97M-V with the def2-TZVPD basis set", "species": ["C", "C", "C", "F", "N", "C", "C", "O", "C", "O", "C", "F", "F", "C", "F", "F", "H", "H", "H", "H", "H", "H", "H", "H", "H", "H", "H", "H", "H", "C", "C", "C", "S", "O", "O", "C", "H", "H", "H", "H", "H", "H", "H", "H", "C", "C", "C", "S", "O", "O", "C", "H", "H", "H", "H", "H", "H", "H", "H", "C", "C", "C", "S", "O", "O", "C", "H", "H", "H", "H", "H", "H", "H", "H"], "positions_angstrom": [[-1.278, 3.258, -1.181], [-1.546, 1.828, -0.652], [-0.685, 0.825, -1.360], [-0.765, 0.992, -2.709], [0.808, 1.028, -1.002], [1.682, 0.961, -2.245], [3.170, 1.068, -1.961], [3.431, 2.310, -1.317], [3.689, 3.377, -2.120], [3.546, 4.498, -1.738], [1.256, 0.123, 0.116], [2.342, 0.673, 0.656], [1.576, -1.046, -0.455], [0.222, -0.130, 1.237], [0.760, -1.094, 2.005], [0.120, 1.006, 1.953], [-2.145, 3.666, -1.678], [-0.993, 3.920, -0.369], [-0.453, 3.283, -1.897], [-1.353, 1.841, 0.415], [-2.580, 1.556, -0.820], [-0.955, -0.213, -1.178], [0.886, 1.994, -0.658], [1.458, 0.049, -2.783], [1.406, 1.821, -2.843], [3.699, 0.996, -2.910], [3.545, 0.286, -1.315], [3.900, 3.119, -3.168], [-0.741, -0.495, 0.892], [-7.591, 3.129, -1.203], [-7.473, 3.185, -2.733], [-5.993, 3.412, -3.069], [-5.066, 2.684, -1.713], [-4.353, 3.726, -1.011], [-4.349, 1.513, -2.170], [-6.478, 2.197, -0.732], [-8.567, 2.767, -0.885], [-7.447, 4.124, -0.778], [-7.808, 2.240, -3.162], [-8.089, 3.975, -3.157], [-5.685, 2.926, -3.991], [-5.735, 4.468, -3.099], [-6.225, 2.298, 0.320], [-6.695, 1.156, -0.971], [5.659, 0.395, 2.879], [4.521, -0.633, 2.965], [5.080, -1.975, 2.478], [6.846, -1.943, 2.834], [7.555, -1.957, 1.580], [7.151, -2.896, 3.865], [6.880, -0.278, 3.496], [5.410, 1.320, 3.395], [5.865, 0.639, 1.834], [4.188, -0.725, 4.000], [3.658, -0.335, 2.375], [4.644, -2.832, 2.986], [4.979, -2.095, 1.400], [7.827, 0.182, 3.227], [6.795, -0.358, 4.579], [0.077, -5.648, 0.950], [-1.257, -5.845, 0.218], [-2.271, -4.878, 0.843], [-1.312, -3.492, 1.462], [-1.420, -3.438, 2.893], [-1.597, -2.307, 0.668], [0.299, -4.140, 1.019], [0.899, -6.145, 0.438], [0.016, -6.058, 1.960], [-1.132, -5.616, -0.842], [-1.610, -6.872, 0.290], [-3.001, -4.502, 0.131], [-2.781, -5.311, 1.701], [1.019, -3.827, 1.771], [0.565, -3.729, 0.045]], "atomic_forces_ev_per_a": [[0.46, -0.18, 0.08], [0.29, 0.88, -0.20], [-0.50, -0.24, -0.26], [-0.08, 0.07, -0.04], [-0.07, 0.27, -0.02], [0.61, -0.17, 0.10], [0.04, 0.23, 0.16], [0.06, -0.10, 0.11], [-0.94, 0.99, -0.05], [0.42, -0.70, -0.03], [-0.05, -0.19, -0.11], [0.04, 0.01, -0.08], [-0.04, 0.03, -0.02], [0.02, -0.13, 0.00], [0.21, 0.07, 0.14], [0.00, 0.11, 0.05], [-0.10, 0.04, -0.01], [-0.15, 0.14, 0.09], [0.01, 0.02, -0.13], [-0.06, -0.40, 0.17], [-0.11, -0.19, -0.02], [0.25, -0.14, 0.24], [0.06, -0.03, 0.15], [-0.14, -0.10, 0.01], [-0.30, -0.01, -0.10], [-0.02, 0.00, -0.15], [0.08, -0.12, 0.04], [0.34, -0.19, 0.01], [-0.12, 0.14, -0.01], [0.05, 0.03, -0.06], [0.03, -0.02, 0.05], [-0.18, 0.02, -0.10], [-0.45, -0.04, -0.05], [0.12, -0.08, -0.03], [0.18, 0.07, 0.08], [-0.17, 0.02, 0.03], [-0.01, 0.00, 0.00], [0.00, 0.00, 0.02], [0.01, -0.01, 0.01], [0.00, 0.01, -0.01], [0.08, 0.01, 0.01], [0.05, 0.00, 0.06], [0.08, -0.01, -0.02], [0.03, -0.01, -0.01], [-0.02, -0.06, -0.04], [0.07, -0.04, 0.05], [-0.25, 0.10, 0.02], [-0.02, -0.01, 0.06], [0.02, 0.00, -0.03], [0.06, -0.02, -0.04], [-0.08, 0.14, 0.00], [0.00, 0.01, 0.01], [0.01, 0.01, 0.00], [0.04, 0.00, 0.02], [-0.02, 0.01, 0.02], [0.06, -0.04, 0.00], [0.08, -0.01, -0.01], [0.04, -0.07, -0.01], [0.01, -0.02, 0.01], [-0.08, 0.00, 0.01], [0.04, 0.05, 0.02], [-0.02, -0.14, -0.16], [0.06, -0.30, -0.08], [-0.04, 0.21, 0.00], [-0.02, 0.06, -0.03], [0.07, -0.15, -0.05], [0.01, 0.00, 0.00], [0.02, 0.01, 0.01], [0.00, 0.01, 0.00], [-0.01, -0.01, 0.00], [-0.03, 0.06, 0.04], [0.03, 0.05, 0.06], [-0.05, 0.07, 0.03], [-0.02, 0.01, 0.00]], "lowdin_charge": [-0.04, -0.13, -0.25, 0.06, 0.12, -0.04, -0.15, -0.03, -0.32, 0.13, -0.42, 0.18, 0.17, -0.30, 0.12, 0.12, 0.06, 0.09, 0.07, 0.11, 0.09, 0.16, 0.19, 0.15, 0.14, 0.14, 0.13, 0.15, 0.12, -0.21, -0.20, -0.21, 0.68, -0.32, -0.34, -0.22, 0.12, 0.12, 0.12, 0.12, 0.11, 0.11, 0.11, 0.11, -0.22, -0.21, -0.22, 0.66, -0.32, -0.31, -0.22, 0.12, 0.12, 0.12, 0.08, 0.10, 0.10, 0.11, 0.11, -0.21, -0.20, -0.21, 0.68, -0.29, -0.36, -0.23, 0.12, 0.12, 0.12, 0.12, 0.10, 0.11, 0.11, 0.10], "energy_ha": -3134.5560, "gap_ha": 0.3631, "e_homo_ev": -12.12, "molar_mass_g_mol": 610.7, "total_charge": 1}

***

No. 2
{"formula": "C20H37GdNO4Si", "method": "ωB97M-V with the def2-TZVPD basis set", "species": ["C", "C", "C", "C", "C", "Gd", "C", "C", "C", "N", "H", "H", "H", "H", "H", "H", "H", "H", "H", "H", "C", "C", "C", "C", "O", "Si", "O", "O", "C", "C", "C", "C", "O", "C", "C", "C", "C", "H", "H", "H", "H", "H", "H", "H", "H", "H", "H", "H", "H", "H", "H", "H", "H", "H", "H", "H", "H", "H", "H", "H", "H", "H", "H", "H"], "positions_angstrom": [[-1.355, -0.599, -1.917], [0.021, -0.797, -2.232], [0.673, 0.472, -2.221], [-0.305, 1.458, -1.872], [-1.557, 0.795, -1.691], [-0.014, -0.077, 0.308], [2.041, -1.873, 0.462], [0.826, -2.435, 0.498], [-0.110, -3.365, 0.661], [-1.635, -0.615, 1.307], [1.714, 0.660, -2.485], [0.496, -1.756, -2.449], [-0.145, 2.537, -1.823], [-2.512, 1.289, -1.508], [-2.122, -1.376, -1.900], [2.617, -1.797, -0.475], [-2.441, -0.779, 1.916], [2.598, -1.602, 1.377], [0.115, -4.437, 0.751], [-1.174, -3.097, 0.733], [2.197, 5.284, -1.012], [2.425, 4.386, 0.208], [2.905, 3.004, -0.235], [3.423, 5.071, 1.142], [1.159, 4.303, 0.884], [0.322, 3.224, 1.804], [0.568, 1.681, 1.495], [0.565, 3.655, 3.390], [1.443, 3.053, 4.393], [2.405, 2.062, 3.757], [2.224, 4.179, 5.064], [0.581, 2.368, 5.449], [-1.185, 3.756, 1.322], [-2.438, 3.628, 2.022], [-2.880, 2.166, 2.063], [-2.315, 4.211, 3.427], [-3.430, 4.471, 1.217], [3.149, 5.441, -1.538], [1.807, 6.260, -0.696], [1.482, 4.830, -1.711], [3.872, 3.114, -0.754], [3.047, 2.319, 0.612], [2.198, 2.553, -0.947], [3.009, 6.030, 1.486], [3.659, 4.449, 2.016], [4.353, 5.270, 0.588], [3.034, 2.547, 2.998], [3.075, 1.669, 4.542], [1.879, 1.216, 3.302], [1.543, 4.927, 5.482], [2.820, 3.759, 5.888], [2.906, 4.672, 4.359], [-0.122, 3.081, 5.894], [0.031, 1.517, 5.027], [1.233, 1.993, 6.254], [-2.209, 1.555, 2.682], [-3.893, 2.103, 2.494], [-2.916, 1.735, 1.052], [-1.966, 5.250, 3.370], [-3.312, 4.198, 3.898], [-1.630, 3.645, 4.068], [-3.125, 5.525, 1.250], [-3.454, 4.155, 0.169], [-4.436, 4.377, 1.642]], "atomic_forces_ev_per_a": [[0.29, 0.26, -0.52], [-0.25, 0.34, -0.48], [-0.69, 0.24, -0.42], [0.03, -0.51, -0.69], [0.56, -0.14, -0.53], [-0.97, 2.31, 1.26], [-0.20, -0.88, -0.17], [1.36, -3.01, 0.94], [-0.29, 1.03, -0.11], [-0.75, -1.56, -0.08], [-0.25, -0.05, 0.20], [-0.18, 0.30, 0.04], [-0.04, -0.41, 0.15], [0.36, -0.24, 0.16], [0.33, 0.34, 0.19], [-0.62, 0.30, 0.34], [0.41, 0.48, 0.13], [-0.60, -0.04, -0.37], [0.42, 0.48, -0.15], [0.66, 0.10, -0.11], [0.09, -0.04, -0.10], [-0.97, -0.13, 0.44], [0.39, -0.01, -0.25], [0.23, 0.01, -0.10], [1.05, 0.19, -0.54], [-0.61, -0.13, -0.81], [0.49, 0.87, 0.32], [0.74, -0.51, 0.76], [-0.63, 0.40, -0.77], [0.48, -0.46, 0.40], [0.16, 0.09, 0.07], [0.03, -0.23, 0.11], [-0.11, -0.17, 0.89], [0.41, -0.02, -0.34], [-0.25, 0.16, 0.10], [-0.50, 0.04, 0.33], [0.01, 0.06, 0.04], [-0.18, 0.00, 0.03], [0.05, -0.21, -0.03], [0.13, 0.06, 0.23], [-0.19, -0.04, 0.13], [-0.16, 0.22, -0.20], [0.11, 0.11, 0.35], [0.07, -0.27, -0.04], [-0.10, 0.14, -0.21], [-0.11, -0.03, 0.22], [-0.21, -0.11, 0.12], [-0.13, 0.15, -0.21], [0.07, 0.32, 0.03], [0.06, -0.09, -0.12], [-0.09, 0.15, -0.19], [-0.19, -0.07, 0.08], [0.06, -0.12, -0.15], [0.06, 0.24, 0.02], [-0.19, 0.03, -0.18], [-0.09, 0.14, -0.34], [0.19, 0.02, -0.05], [0.16, 0.08, 0.38], [-0.01, -0.19, 0.05], [0.23, 0.08, -0.08], [-0.19, 0.12, -0.29], [-0.07, -0.17, -0.04], [0.04, -0.04, 0.18], [0.09, 0.05, -0.07]], "mulliken_spin": [-0.01, 0.03, 0.01, -0.02, 0.00, 6.53, 0.03, 0.02, 0.01, 0.17, 0.00, 0.00, 0.00, 0.00, 0.00, 0.00, 0.01, 0.00, 0.00, 0.00, 0.00, 0.00, 0.01, 0.00, 0.01, 0.04, 0.16, 0.00, 0.00, 0.00, 0.00, 0.00, 0.00, 0.00, 0.01, 0.00, 0.00, 0.00, 0.00, 0.00, 0.00, 0.00, 0.00, 0.00, 0.00, 0.00, 0.00, 0.00, 0.00, 0.00, 0.00, 0.00, 0.00, 0.00, 0.00, 0.00, 0.00, 0.00, 0.00, 0.00, 0.00, 0.00, 0.00, 0.00], "multiplicity": 8, "energy_ha": -2195.2592, "gap_ha": [0.2204, 0.2133], "e_homo_ev": [-3.40, -3.24], "molar_mass_g_mol": 540.9, "total_charge": -1}